[1]
Below is C8H12ClP as an isolated structure, with properties calculated with ωB97M-V/def2-TZVPD.

Geometry as XYZ:
```
22
Properties=species:S:1:pos:R:3:lowdin_charge:R:1
Cl -1.2832 1.3544 -2.5514 0.211
P -1.6191 1.6630 -0.6465 0.592
C -0.2776 -0.7905 0.4430 -0.317
C -2.8396 -1.3064 -0.0416 -0.107
C 0.2167 1.5170 -0.1924 -0.574
C 0.2305 -2.1767 0.7549 -0.042
C 1.1316 2.6027 -0.5975 -0.152
C 0.6446 0.3363 0.2079 -0.301
C 2.1596 0.2092 0.4791 -0.060
C -1.5244 -0.5980 0.0860 -0.209
H 0.3026 -2.3229 1.8131 0.067
H -0.6145 -2.8894 0.3186 0.120
H 2.5490 1.0612 1.0262 0.066
H 2.7407 0.0894 -0.5155 0.110
H 0.5485 3.0094 -1.5315 0.066
H 2.4330 -0.8039 1.0206 0.096
H 1.2474 -2.2783 0.3497 0.067
H -3.5185 -0.6729 -0.6821 0.082
H -3.2516 -1.2976 1.0207 0.105
H 1.3268 3.3924 0.2417 0.114
H -2.7232 -2.3011 -0.1711 0.014
H 2.1207 2.2026 -0.8320 0.052
```

Output
* HOMO: -0.2984 Eh
* total charge: 0
* orbital gap: 8.81 eV
* max |F|: 5.0 eV Å⁻¹
* LUMO energy: 0.7 eV



[2]
Below is a 2-piece molecular cluster, C3H7FO overall, with properties calculated with ωB97M-V/def2-TZVPD.

Geometry as XYZ:
```
12
Properties=species:S:1:pos:R:3:lowdin_charge:R:1
F 0.6620 0.0209 1.7591 0.004
O 1.3349 1.1220 -0.1070 0.062
C -1.0931 1.2133 0.4977 -0.023
C 0.3024 -1.8387 -1.0421 0.061
C 0.2339 0.5892 0.5562 -0.368
H -1.0169 2.2381 0.7345 0.066
H -1.8400 0.7987 1.1758 0.097
H 0.1846 -2.5724 -0.1967 0.011
H 1.2247 -1.6548 -1.4611 -0.051
H 1.9696 0.5296 0.2030 0.062
H -0.6482 -1.6547 -1.5534 -0.011
H -1.3138 1.2087 -0.5659 0.090
```

Output
* HOMO (alpha / beta): -0.3143 / -0.2744 Eh
* total charge: 0
* orbital gap (alpha / beta): 9.42 / 7.92 eV
* max |F|: 3.9 eV Å⁻¹
* LUMO energy (alpha / beta): 0.9 / 0.5 eV



[3]
Below is C14H27BeBr2ClMgNO9 as an isolated structure, with properties calculated with ωB97M-V/def2-TZVPD.

Geometry as XYZ:
```
56
Properties=species:S:1:pos:R:3:lowdin_charge:R:1
Br 0.6685 4.1512 -2.2203 -0.112
Br -5.0423 3.5585 1.0010 0.317
Cl 0.2630 -2.0061 -2.4470 0.502
Mg -3.4120 4.5328 -0.3845 0.887
O 0.5754 2.2644 -0.6503 -0.486
O 4.9142 -1.8756 -5.0785 0.066
O 7.1363 -2.2252 -4.9355 0.177
O 5.8063 -2.6182 -3.1587 0.065
O -2.3687 -1.4363 2.8005 -0.071
O 1.0698 -0.0082 -2.2239 -0.161
O -2.8860 2.0811 -0.0282 -0.323
O -0.7814 -2.6686 1.8230 -0.167
O 2.6883 -0.5781 -0.8207 0.099
N 0.5720 3.0078 2.8166 0.340
C -1.9141 -1.9026 1.7827 -0.557
C 1.9067 0.2439 -1.2016 -0.544
C -2.6633 -1.6644 0.4453 -0.079
C 4.4504 -2.2797 -2.8712 -0.139
C 3.8215 -2.2413 -4.2391 -0.135
C -3.3870 1.2356 1.0529 -0.298
C 6.0599 -2.2382 -4.4401 -0.560
C 1.8520 1.6582 -0.5477 -0.135
C 0.9792 -1.2116 2.6792 -0.055
C -1.5909 2.5290 0.3126 -0.266
C -4.4831 0.2629 0.5375 -0.150
C -4.1538 -1.2669 0.6527 -0.162
C 0.3899 -1.9185 1.4142 -0.199
C -0.4552 1.5016 -0.0647 -0.186
Be -1.9840 -3.4177 3.9958 0.382
H -4.5881 -1.6807 1.5834 0.121
H 2.5542 2.2919 -1.1307 0.118
H -2.5665 0.7549 1.6194 0.111
H 0.1384 -0.8215 3.2901 0.064
H -2.6732 -2.6656 -0.0462 0.136
H -3.8856 1.9979 1.7318 -0.030
H -4.7121 -1.7690 -0.1673 0.119
H 3.4450 -3.2176 -4.5546 0.135
H -1.3716 3.4583 -0.3000 0.027
H 1.6312 -0.3531 2.4185 0.058
H 0.1827 -1.2027 0.5978 0.075
H 2.2186 1.5886 0.4986 0.127
H 0.4556 3.9248 3.2551 0.168
H -4.6744 0.4990 -0.5277 0.123
H -1.5170 2.8458 1.3850 0.106
H 3.0159 -1.5119 -4.3103 0.119
H -5.4224 0.4407 1.1002 0.112
H 1.4945 -1.9799 3.2839 0.093
H -2.0966 -1.0024 -0.2344 0.102
H 3.9940 -3.0230 -2.2197 0.132
H 0.6446 3.1192 1.7939 0.130
H 1.1218 -2.6549 1.0452 0.134
H 1.4198 2.5612 3.1783 0.164
H -0.2373 2.4200 3.0329 0.145
H -0.1441 0.9926 0.8766 0.110
H 4.4266 -1.3105 -2.3718 0.113
H -0.8858 0.8279 -0.8301 0.137
```

Output
* HOMO: -0.3306 Eh
* total charge: +1
* orbital gap: 2.25 eV
* max |F|: 3.8 eV Å⁻¹
* LUMO energy: -6.7 eV



[4]
Below is C60H50FeN8O2S4 as an isolated structure, with properties calculated with ωB97M-V/def2-TZVPD.

Geometry as XYZ:
```
125
Properties=species:S:1:pos:R:3:lowdin_charge:R:1
Fe 1.8513 0.3837 -1.1192 0.375
S -0.5992 -1.3165 1.5639 1.185
S 4.7153 -0.9013 -2.7026 0.603
S -1.0828 1.7579 -0.0733 0.780
S -2.8606 0.3226 1.5868 0.830
O 5.6562 -0.2350 -3.5721 -0.310
O 5.2500 -1.5769 -1.5576 -0.268
N -1.7518 -0.4065 2.3691 -0.453
N 3.4751 0.2342 1.1000 0.076
N 2.0660 1.7744 -2.6029 0.041
N -2.5600 0.9750 0.2260 -0.349
N 2.8531 1.1071 0.3414 -0.063
N 1.5652 -1.2629 -0.5738 -0.047
N 3.5628 0.1177 -2.2176 -0.125
N 0.0053 0.9401 -0.5360 -0.257
C -2.7438 2.6091 -2.1093 -0.065
C -2.2513 -2.8237 -1.7631 -0.054
C 3.5122 -1.0720 0.8389 -0.242
C -3.1647 1.3879 4.1192 -0.048
C 2.9701 0.9301 -3.1553 -0.363
C -1.1018 4.5663 2.8825 -0.063
C -4.4413 2.3736 2.3113 -0.063
C -2.1637 -3.5465 0.9261 -0.071
C 2.4933 4.7726 0.4698 -0.105
C 2.1924 -5.3309 -6.0074 -0.059
C 2.0214 -3.4573 -4.3369 -0.041
C -1.4463 3.8856 1.7255 -0.083
C 2.5685 -2.4331 -3.5793 -0.059
C 3.8411 2.7837 1.8535 -0.038
C 0.5991 -3.5260 2.5993 -0.066
C 3.0219 2.4251 0.7687 -0.255
C -2.8577 -4.3285 0.0174 -0.064
C -6.1010 -1.3955 -0.0768 -0.054
C 0.2112 2.1972 2.2417 -0.075
C 3.9634 4.1089 2.2337 -0.108
C -1.5507 -2.0326 -0.8658 -0.084
C -5.0263 3.2497 3.2063 -0.057
C -1.7222 2.9610 -1.2387 -0.301
C 2.8005 -4.1997 -5.2200 -0.280
C -3.5026 1.4626 2.7778 -0.309
C -1.0792 4.1868 -1.3475 -0.097
C -6.5803 -2.1537 0.9808 -0.059
C 3.9188 -2.1457 -3.7038 -0.268
C 0.5832 -4.1334 4.9259 -0.067
C 1.4305 2.6356 -3.4023 -0.130
C -3.7526 2.2791 5.0046 -0.053
C 2.8887 -3.2534 -0.1978 -0.089
C 3.2928 5.1191 1.5510 -0.123
C -4.9376 -0.6539 0.0661 -0.049
C 4.4853 -1.8034 1.5905 -0.054
C -0.2007 -3.0266 5.2180 -0.068
C -4.6790 3.2064 4.5508 -0.059
C 3.2191 0.9366 -4.5509 -0.009
C 4.6880 -3.1332 1.4122 -0.118
C -0.1114 4.0621 3.7174 -0.060
C -1.4817 5.0792 -2.3295 -0.064
C 1.6520 2.7398 -4.7539 -0.085
C -5.8969 -2.1838 2.1913 -0.057
C -0.1982 -2.4356 2.9042 -0.381
C -3.1421 3.5095 -3.0855 -0.067
C -4.7323 -1.4555 2.3454 -0.059
C -2.8955 -3.9723 -1.3257 -0.065
C 0.5365 2.8764 3.4048 -0.046
C 2.6155 -1.8358 -0.0619 -0.394
C -4.2607 -0.7077 1.2732 -0.308
C 2.3542 3.4496 0.0850 -0.055
C 4.1503 -3.8843 -5.3405 -0.041
C -0.7798 2.7070 1.4172 -0.319
C 3.8905 -3.8634 0.4789 -0.112
C 2.5695 1.8584 -5.3316 -0.070
C 0.9849 -4.3779 3.6200 -0.046
C -1.5158 -2.4059 0.4716 -0.380
C -2.5137 4.7428 -3.1946 -0.070
C 4.7115 -2.8646 -4.5872 -0.049
C -0.5920 -2.1630 4.2054 -0.075
H -6.2748 -2.7757 3.0141 0.112
H -3.4810 2.2505 6.0515 0.113
H 0.8846 -4.8047 5.7193 0.108
H -2.1288 -3.8264 1.9704 0.117
H -5.1312 3.9010 5.2464 0.111
H 1.3169 2.4911 4.0475 0.117
H 1.7320 3.1714 -0.7518 0.060
H -3.2109 1.6382 -2.0178 0.094
H 3.4016 6.1548 1.8475 0.088
H -3.3644 -5.2208 0.3613 0.109
H -5.7509 3.9727 2.8557 0.112
H -0.2756 4.4419 -0.6656 0.102
H -2.8270 5.4420 -3.9590 0.107
H -6.6346 -1.3799 -1.0178 0.112
H -7.4930 -2.7233 0.8650 0.110
H 2.2624 -3.8082 -0.8905 0.099
H 3.9300 0.2513 -4.9788 0.094
H 5.7600 -2.6113 -4.6788 0.116
H 0.7221 1.2820 1.9601 0.095
H -2.4284 0.6673 4.4434 0.098
H 4.0871 -4.9169 0.3091 0.094
H 4.5995 4.3622 3.0743 0.095
H -1.6065 5.4916 3.1300 0.108
H 1.9699 5.5477 -0.0815 0.093
H 0.1591 4.6031 4.6155 0.108
H -4.5355 -0.0522 -0.7372 0.101
H -3.9452 3.2497 -3.7629 0.106
H 5.4795 -3.6333 1.9568 0.086
H 1.2297 -5.0405 -6.4305 0.074
H 1.6057 -5.2331 3.3898 0.116
H -0.5071 -2.8317 6.2373 0.107
H 2.0198 -6.1969 -5.3641 0.080
H 2.8470 -5.6447 -6.8200 0.071
H 0.9665 -3.6917 -4.2340 0.108
H -2.2247 4.2646 1.0769 0.114
H -0.9811 6.0344 -2.4193 0.113
H 1.1294 3.4838 -5.3388 0.092
H 0.9155 -3.7078 1.5811 0.109
H 0.7150 3.2886 -2.9137 0.086
H -1.2003 -1.2969 4.4142 0.080
H -4.1820 -1.4638 3.2791 0.119
H 1.9537 -1.8738 -2.8832 0.078
H -1.0170 -1.1439 -1.1822 0.072
H -2.2816 -2.5421 -2.8076 0.112
H 4.3666 1.9987 2.3756 0.093
H -4.6941 2.3931 1.2576 0.121
H -3.4280 -4.5964 -2.0319 0.107
H 5.1196 -1.2355 2.2608 0.104
H 4.7695 -4.4462 -6.0307 0.108
H 2.7716 1.8996 -6.3952 0.105
```

Output
* HOMO (alpha / beta): -0.1736 / -0.1805 Eh
* total charge: 0
* orbital gap (alpha / beta): 3.90 / 4.08 eV
* max |F|: 2.1 eV Å⁻¹
* LUMO energy (alpha / beta): -0.8 / -0.8 eV



[5]
Below is C13H15NPbTe as an isolated structure, with properties calculated with ωB97M-V/def2-TZVPD.

Geometry as XYZ:
```
31
Properties=species:S:1:pos:R:3:lowdin_charge:R:1
Pb -0.0203 0.4416 -0.3090 1.003
Te 2.4743 0.5794 1.1532 0.708
N -1.0238 -1.6230 -0.5634 -0.308
C 1.1180 2.1532 -3.0074 -0.152
C -0.1741 1.0237 2.7586 -0.217
C 0.3924 -1.1940 4.4128 -0.087
C -0.4654 -2.8412 -1.3717 -0.411
C -0.8612 -0.5308 4.5268 -0.087
C 0.2088 2.8975 -2.2303 -0.205
C 1.0302 0.2509 2.5801 -0.787
C 1.3379 -0.8406 3.4505 -0.177
C -1.1275 2.5039 -2.5956 -0.125
C -1.0881 0.5989 3.7392 -0.106
C 0.3850 1.2905 -3.8656 -0.091
C 0.7793 -2.5293 -2.0897 -0.052
C -0.9927 1.4991 -3.6242 -0.130
H -0.1663 -3.4377 -0.4535 0.093
H 0.7874 0.6948 -4.6647 0.102
H -1.5908 -0.9028 5.2800 0.110
H -0.3661 1.9302 2.2344 0.057
H -1.9934 1.1750 3.9297 0.103
H -2.0579 2.9342 -2.2436 0.101
H -1.8243 1.0896 -4.2041 0.097
H 0.6526 -2.0447 5.0800 0.110
H 0.7349 -2.1884 -3.1753 0.058
H -1.0754 -3.5419 -2.0968 0.122
H 2.3063 -1.2744 3.3690 0.060
H 0.4470 3.6588 -1.4883 0.102
H 2.1984 2.2469 -2.9945 0.101
H 1.7900 -2.4123 -1.5758 0.063
H -1.8153 -1.6069 0.0393 -0.055
```

Output
* HOMO (alpha / beta): -0.2679 / -0.2688 Eh
* total charge: 0
* orbital gap (alpha / beta): 4.82 / 6.76 eV
* max |F|: 3.6 eV Å⁻¹
* LUMO energy (alpha / beta): -2.5 / -0.6 eV



[6]
Below is one molecule with the formula C5H9FOS, with properties calculated with ωB97M-V/def2-TZVPD.

Geometry as XYZ:
```
17
Properties=species:S:1:pos:R:3:lowdin_charge:R:1
S -2.6202 -0.0904 0.2437 0.801
F -0.4792 1.7932 0.6329 0.017
O 0.9977 0.4656 -0.4552 -0.104
C 0.0051 0.5174 0.5029 -0.600
C 0.6970 0.1513 1.9252 0.069
C -1.0924 -0.5704 0.1554 -0.743
C -0.5795 -1.7781 -0.4888 -0.106
C 0.5709 1.3338 -1.5325 -0.047
H -0.5343 -1.5717 -1.5875 0.117
H 0.8854 2.3445 -1.4232 0.083
H 1.1628 0.7772 -2.2637 0.103
H -1.3420 -2.5525 -0.3287 0.085
H 1.1998 0.9800 2.1209 0.038
H -0.4851 1.2810 -1.7772 0.092
H 1.2747 -0.7650 1.8805 0.093
H 0.3334 -2.1782 -0.1944 0.062
H 0.0059 -0.1376 2.5897 0.039
```

Output
* HOMO: -0.3165 Eh
* structure (SMILES): CO[C@@](C)(F)C(C)=S
* total charge: 0
* orbital gap: 8.41 eV
* max |F|: 5.8 eV Å⁻¹
* LUMO energy: -0.2 eV